Density functional theory data (ωB97M-V/def2-TZVPD) for the molecule C9H15N5OS at a distorted geometry.

LUMO ... 0.01680 Eh
Orbital gap ... 10.02 eV
Total energy ... -1099.1215 hartree
SMILES ... C[C@@H](CS)C(=O)N1CCC[C@H]1c1nnn[nH]1
Highest occupied orbital energy ... -9.6 eV
Energy relative to the best compared isomer or geometry (same formula, charge and spin) ... 0.0 kcal/mol

Element x y z (Å)
C: -1.861156 -1.097180 -1.780657
C: -1.750639 0.370356 -1.274990
C: -2.954770 0.720437 -0.336034
S: -4.491842 0.488677 -1.379808
C: -0.322241 0.719169 -0.793740
O: 0.373392 1.418564 -1.540157
N: 0.268567 0.317157 0.419447
C: -0.329564 -0.676826 1.328231
C: 0.779741 -0.838862 2.344317
C: 1.584857 0.449824 2.306748
C: 1.593913 0.801086 0.826424
C: 2.694609 0.139382 0.056489
N: 3.717136 -0.505776 0.526539
N: 4.437082 -0.967201 -0.562280
N: 3.875001 -0.657131 -1.671825
N: 2.837452 0.099104 -1.296065
H: -2.734323 -1.206915 -2.423540
H: -1.948614 -1.787954 -0.966478
H: -0.996341 -1.386568 -2.403655
H: -1.873572 0.965939 -2.184990
H: -3.016920 0.023962 0.533880
H: -2.908688 1.743361 0.078038
H: -4.487891 1.527663 -2.273677
H: -1.246714 -0.287930 1.785646
H: -0.525002 -1.594035 0.808631
H: 1.449424 -1.658733 2.124872
H: 0.310800 -0.973071 3.313618
H: 2.568183 0.315713 2.723929
H: 1.127663 1.233165 2.927693
H: 1.728203 1.863495 0.700354
H: 2.102252 0.441125 -1.916959

Forces on the atoms, in the same order (eV/Å):
C 0.649 0.487 -0.523
C -0.193 -0.618 0.275
C 0.328 0.024 -0.711
S -0.247 0.252 0.614
C 1.506 0.540 0.724
O -0.499 -0.384 0.185
N -2.109 0.363 -2.171
C 0.713 0.967 -0.140
C -0.300 0.047 1.053
C -0.014 0.022 0.419
C -0.204 -0.146 0.121
C 1.044 -0.507 -1.390
N 1.017 -0.670 -0.033
N 0.020 -0.453 0.652
N -0.289 0.934 1.587
N -2.230 0.503 -0.443
H 0.028 0.085 0.211
H -0.039 -0.498 0.490
H -0.173 0.231 0.391
H 0.276 0.242 0.351
H -0.290 0.364 -0.850
H 0.006 -0.437 -0.363
H 0.541 -0.323 0.765
H 0.147 -0.088 -0.074
H -0.287 -0.478 -0.268
H -0.059 -0.369 -0.115
H 0.296 -0.336 0.290
H 0.481 -0.153 -0.094
H -0.165 -0.034 -0.532
H -0.440 0.466 -0.312
H 0.486 -0.034 -0.109

Results of the natural (NBO) charge analysis, in e, for atoms 1 through 6: C -0.612; C -0.324; C -0.492; S -0.070; C 0.712; O -0.664

***

Density functional theory data (ωB97M-V/def2-TZVPD) for the molecule C22H25NO3.

LUMO ... 0.00153 Eh
Orbital gap ... 8.43 eV
Total energy ... -1133.8805 hartree
SMILES ... CC1(C)CCC(C)(C)c2cc(NC(=O)c3ccc(C(=O)O)cc3)ccc21
Highest occupied orbital energy ... -8.4 eV
Energy relative to the best compared isomer or geometry (same formula, charge and spin) ... 0.0 kcal/mol

Element x y z (Å)
C: 2.232219 -0.680049 -2.645496
C: 0.860079 -1.360907 -2.536358
C: -0.038852 -0.850646 -3.673417
C: 1.003075 -2.878121 -2.707568
C: 1.585238 -3.543045 -1.472859
C: 0.682859 -3.377232 -0.244750
C: -0.552613 -4.282621 -0.360922
C: 1.496645 -3.804108 0.985620
C: 0.208138 -1.940677 -0.124543
C: -0.354607 -1.534618 1.078478
C: -0.850925 -0.251486 1.280820
N: -1.422492 0.022173 2.527524
C: -1.808383 1.169450 3.149039
O: -2.446816 1.112121 4.182726
C: -1.392361 2.484241 2.575822
C: -2.368697 3.441976 2.319439
C: -2.011635 4.699354 1.875053
C: -0.665465 5.017191 1.708733
C: -0.238329 6.356320 1.248265
O: 0.908837 6.696107 1.095066
O: -1.263480 7.189139 1.005681
C: 0.313717 4.064923 1.990196
C: -0.045712 2.804770 2.420244
C: -0.795118 0.651446 0.226519
C: -0.231617 0.254539 -0.968422
C: 0.265448 -1.027562 -1.181488
H: 2.677059 -0.884547 -3.617246
H: 2.907006 -1.036125 -1.872232
H: 2.131968 0.396812 -2.531644
H: 0.000073 0.230282 -3.766509
H: -1.071579 -1.146398 -3.505949
H: 0.293230 -1.276660 -4.619409
H: 0.022312 -3.305584 -2.922841
H: 1.643445 -3.080957 -3.569336
H: 2.563121 -3.111252 -1.253880
H: 1.733526 -4.608117 -1.666198
H: -0.248994 -5.322455 -0.462094
H: -1.155980 -4.010393 -1.223402
H: -1.177548 -4.190352 0.524285
H: 2.268179 -3.068634 1.206553
H: 1.977629 -4.759081 0.789063
H: 0.872518 -3.924607 1.865831
H: -0.421690 -2.236025 1.895686
H: -1.657053 -0.803864 3.068571
H: -3.407260 3.187339 2.469589
H: -2.764909 5.441554 1.664722
H: -0.923214 8.049576 0.714684
H: 1.351063 4.338218 1.865576
H: 0.711534 2.066144 2.639126
H: -1.199025 1.645315 0.321364
H: -0.194563 0.977133 -1.767713

Forces on the atoms, in the same order (eV/Å):
C -0.148 -0.139 -0.027
C 0.053 -0.035 -0.264
C 0.158 -0.088 0.142
C 0.142 0.080 0.198
C -0.238 0.073 -0.094
C 0.123 -0.242 0.020
C 0.153 0.094 -0.066
C -0.104 0.144 -0.159
C -0.048 0.138 -0.041
C -0.071 0.304 0.065
C 0.220 -0.144 -0.485
N -0.069 -0.518 0.338
C -0.058 -0.018 0.129
O -0.088 0.137 0.010
C 0.040 0.394 0.162
C 0.033 -0.286 0.041
C 0.211 0.103 -0.061
C -0.192 -0.342 0.110
C 0.549 0.418 -0.169
O -0.076 -0.111 0.040
O -0.496 0.110 -0.014
C -0.017 0.277 -0.079
C -0.201 -0.112 0.042
C -0.070 0.032 0.006
C -0.021 -0.050 0.117
C -0.020 -0.041 0.040
H 0.084 -0.008 -0.138
H 0.129 -0.009 0.087
H 0.009 0.118 0.017
H -0.036 0.156 -0.037
H -0.135 -0.043 -0.020
H 0.036 -0.008 -0.092
H -0.055 -0.033 -0.077
H -0.067 0.025 -0.077
H 0.102 -0.029 0.026
H 0.065 -0.026 0.085
H 0.025 -0.156 -0.004
H -0.097 -0.017 -0.071
H -0.078 0.003 0.088
H 0.092 0.032 0.037
H 0.056 -0.150 -0.011
H -0.055 -0.016 0.151
H 0.020 -0.124 0.148
H -0.024 0.254 -0.016
H -0.078 -0.007 0.041
H -0.066 0.041 -0.011
H 0.199 -0.249 0.072
H 0.059 0.012 0.001
H 0.067 -0.064 -0.009
H -0.015 0.034 -0.059
H -0.003 0.088 -0.131

Results of the natural (NBO) charge analysis, in e, for atoms 1 through 6: C -0.597; C -0.093; C -0.596; C -0.383; C -0.393; C -0.078

***

Density functional theory data (ωB97M-V/def2-TZVPD) for a structure of composition C17H34LiN8OP.

LUMO ... 0.01706 Eh
Orbital gap ... 8.00 eV
Total energy ... -1530.4821 hartree
Highest occupied orbital energy ... -7.5 eV
Energy relative to the best compared isomer or geometry (same formula, charge and spin) ... 0.0 kcal/mol

Element x y z (Å)
Li: -0.264392 0.269091 0.929292
C: 2.117855 -4.147142 -0.565961
N: 2.104838 -2.704757 -0.795263
C: 3.389282 -2.034061 -0.852256
C: 1.024971 -1.947498 -0.422526
N: 1.048199 -0.680656 -0.210628
N: -0.160482 -2.663657 -0.332765
C: -1.284391 -2.326701 0.411180
N: -1.942061 -3.468640 0.842622
N: -1.663874 -1.124880 0.601912
H: 3.113754 -4.519679 -0.786156
H: 1.438204 -4.667652 -1.245835
H: 1.872338 -4.389017 0.470728
H: 4.128785 -2.722782 -1.250589
H: 3.723212 -1.693887 0.134382
H: 3.346820 -1.176475 -1.525951
H: 1.995562 -0.326315 -0.230988
H: -0.086397 -3.651303 -0.495897
H: -1.318714 -4.114256 1.312480
H: -2.753743 -3.272996 1.408238
H: -2.464276 -1.106737 1.225907
N: -0.568140 0.728394 4.929739
C: -0.164063 -0.075921 3.905254
O: -0.100307 0.409079 2.755447
C: 0.136154 -1.436680 4.226718
C: 0.536247 -2.335999 3.224567
N: 0.880946 -3.087980 2.413395
C: 0.033830 -1.884257 5.562198
N: -0.066445 -2.172702 6.676867
H: -0.636384 1.711186 4.737118
H: -0.495263 0.419798 5.884119
C: -0.610923 5.468225 -0.185400
C: -1.163089 4.042723 -0.178940
C: -2.234885 3.884448 0.902804
P: 0.079620 2.656116 -0.054325
C: 1.566621 3.425959 0.734685
C: 1.268046 3.664740 2.217676
C: 2.767769 2.487766 0.603943
C: 0.590183 2.376581 -1.817049
C: -0.528523 1.626717 -2.543419
C: 1.048167 3.597445 -2.607448
H: -1.421029 6.176626 -0.375315
H: 0.149930 5.621331 -0.948360
H: -0.174145 5.730407 0.779440
H: -1.647233 3.863128 -1.144934
H: -1.810715 4.005463 1.901753
H: -2.697738 2.897915 0.862117
H: -3.016568 4.637884 0.779990
H: 1.803847 4.377652 0.251623
H: 1.012139 2.718148 2.699559
H: 0.438372 4.355703 2.369388
H: 2.144300 4.083182 2.718583
H: 2.543494 1.517900 1.057564
H: 3.627271 2.906241 1.132254
H: 3.063947 2.329078 -0.433976
H: 1.429660 1.680061 -1.729359
H: -1.426813 2.241269 -2.639757
H: -0.793662 0.710382 -2.014043
H: -0.210400 1.360110 -3.554077
H: 0.219345 4.286345 -2.780648
H: 1.425563 3.294168 -3.587273
H: 1.844491 4.144984 -2.100038

Forces on the atoms, in the same order (eV/Å):
Li -0.085 0.007 -0.006
C -0.029 -0.013 0.024
N 0.014 -0.055 -0.021
C 0.014 0.029 -0.016
C 0.006 0.026 0.013
N 0.051 0.000 0.059
N -0.059 0.015 -0.021
C 0.077 -0.035 0.015
N -0.016 -0.053 -0.023
N -0.030 0.037 -0.077
H 0.009 0.001 0.014
H 0.000 0.003 -0.010
H 0.007 -0.002 -0.014
H -0.002 -0.010 0.003
H 0.017 -0.008 0.006
H -0.020 -0.008 0.000
H -0.013 -0.013 -0.021
H 0.006 0.010 0.000
H 0.021 0.005 0.021
H -0.006 -0.002 -0.001
H 0.008 0.032 0.019
N 0.026 -0.011 0.020
C -0.043 0.019 0.029
O 0.075 -0.007 0.100
C -0.061 0.011 -0.109
C 0.107 0.062 0.006
N -0.065 -0.054 0.001
C 0.035 -0.010 0.033
N -0.017 -0.005 -0.002
H -0.008 -0.006 -0.008
H -0.005 0.008 -0.002
C -0.010 -0.012 0.008
C -0.006 -0.005 0.000
C 0.002 -0.014 0.003
P -0.059 0.031 -0.062
C 0.025 -0.024 0.011
C 0.013 -0.011 -0.005
C 0.004 0.019 0.012
C -0.002 0.014 -0.006
C 0.024 -0.001 0.005
C 0.002 0.004 0.005
H -0.001 -0.004 0.002
H 0.014 0.002 -0.016
H 0.000 -0.002 -0.001
H 0.002 0.006 -0.007
H 0.005 0.002 0.000
H 0.000 0.001 0.000
H -0.002 0.000 0.001
H -0.006 -0.002 -0.009
H 0.002 0.009 0.012
H -0.006 0.002 -0.006
H 0.002 0.000 -0.005
H 0.011 0.008 0.011
H -0.001 -0.011 0.005
H 0.002 0.005 -0.002
H -0.008 -0.005 0.004
H -0.007 0.004 0.003
H -0.010 -0.001 -0.001
H 0.001 -0.001 0.003
H -0.008 0.010 0.001
H 0.000 -0.003 0.002
H 0.002 0.005 0.001

Results of the natural (NBO) charge analysis, in e, for atoms 1 through 6: Li 0.816; C -0.429; N -0.433; C -0.413; C 0.654; N -0.860

***

Density functional theory data (ωB97M-V/def2-TZVPD) for a structure of composition C16H24As4F24MnO12 at a distorted geometry.

Multiplicity ... 6
LUMO (alpha / beta) ... 0.10233 / 0.10232 Eh
Orbital gap (alpha / beta) ... 8.41 / 8.41 eV
Charge ... -2
Total energy ... -14018.5161 hartree
Highest occupied orbital energy (alpha / beta) ... -5.6 / -5.6 eV
Energy relative to the best compared isomer or geometry (same formula, charge and spin) ... 0.0 kcal/mol

Element x y z (Å)
Mn: -0.375949 0.286861 1.267171
As: -0.269686 -1.672210 4.528266
F: -0.339151 -2.919103 5.779381
F: 1.191708 -2.462259 3.929520
F: -0.267337 -0.561673 3.082343
F: -1.665402 -0.865147 5.249576
F: 0.774388 -0.608919 5.479543
F: -1.386869 -2.677313 3.611194
As: -1.086974 3.932606 -0.417425
F: -2.620118 3.541613 -1.215451
F: -0.983862 2.318345 0.404140
F: 0.300552 4.495133 0.416564
F: -1.074997 5.449836 -1.358191
F: -2.056799 4.528046 0.876389
F: -0.136993 3.258524 -1.724091
As: -4.289617 0.815659 2.074518
F: -4.256471 2.549465 2.300396
F: -2.561611 0.764156 1.594187
F: -4.376918 -0.942741 1.794801
F: -5.951580 0.800064 2.628489
F: -4.812442 1.182836 0.425456
F: -3.740476 0.629211 3.737184
As: -0.828735 3.191366 4.427030
F: -2.033315 2.363172 5.410285
F: -0.820022 4.515146 5.630648
F: 0.463618 3.987033 3.542807
F: -0.794436 1.810099 3.269793
F: -2.136654 3.936441 3.573268
F: 0.402282 2.354757 5.392406
C: 2.480570 -0.100854 -4.686340
C: 1.193993 0.376358 -4.055813
C: 0.011486 -0.614565 -4.198496
O: -0.523515 -0.755567 -2.915818
C: 0.226795 -0.058106 -1.992231
O: 0.016607 0.034790 -0.840630
O: 1.322501 0.414559 -2.632993
H: 3.079443 -0.668690 -3.973182
H: 3.134953 0.717938 -4.989794
H: 2.315275 -0.701251 -5.581691
H: 0.973685 1.421763 -4.273796
H: 0.283307 -1.478560 -4.805972
H: -0.736819 -0.105911 -4.813542
C: 2.596662 4.517778 -1.610461
C: 3.111709 3.635314 -0.472456
C: 3.155234 4.257216 0.924098
O: 2.248010 3.401706 1.597359
C: 1.922727 2.344214 0.858322
O: 1.347329 1.392941 1.312682
O: 2.356988 2.448925 -0.409395
H: 3.378982 5.254885 -1.828425
H: 1.794967 5.234809 -1.421856
H: 2.336604 3.918347 -2.479708
H: 4.166381 3.403937 -0.657485
H: 2.779119 5.270121 0.779458
H: 4.089250 4.159485 1.474611
C: -3.502000 -4.912447 -2.513241
C: -2.952277 -3.458640 -2.522356
C: -4.075291 -2.440076 -2.293552
O: -3.568496 -1.624090 -1.287330
C: -2.409671 -2.060620 -0.848650
O: -1.772831 -1.566439 0.024294
O: -2.104051 -3.319535 -1.421971
H: -3.042738 -5.486086 -1.712088
H: -3.416125 -5.343889 -3.511250
H: -4.575462 -4.899164 -2.318918
H: -2.466680 -3.241726 -3.478166
H: -5.034737 -2.915012 -2.095600
H: -4.179027 -1.876142 -3.223822
C: 3.059018 -5.402534 0.347721
C: 3.424093 -3.932627 0.643905
C: 3.607216 -2.997186 -0.569107
O: 2.431657 -2.175359 -0.466222
C: 1.977032 -2.233422 0.768765
O: 1.232207 -1.427195 1.241365
O: 2.495854 -3.281082 1.440436
H: 3.859038 -5.833918 -0.252987
H: 2.117648 -5.367892 -0.202404
H: 2.980794 -5.913476 1.304449
H: 4.425012 -4.023595 1.078901
H: 3.609286 -3.533889 -1.520682
H: 4.552194 -2.456551 -0.628148

Forces on the atoms, in the same order (eV/Å):
Mn -1.512 0.522 0.570
As -1.142 0.026 1.855
F 0.291 0.583 -0.224
F -0.818 0.366 -0.231
F 0.141 -0.839 1.317
F 1.315 -0.551 -0.865
F -0.665 -0.843 -1.016
F 0.931 0.344 -0.134
As -2.749 0.585 -0.119
F 1.333 -0.418 0.059
F 0.094 1.073 -0.898
F 0.597 -0.176 -0.140
F 0.014 -0.508 0.605
F 0.533 0.039 -0.500
F -0.029 -0.369 0.136
As -0.309 0.825 1.423
F 0.267 -0.775 -0.189
F -0.358 -0.297 -0.417
F 0.131 1.147 -0.046
F 0.159 -0.272 -0.335
F 0.459 -0.889 0.504
F -0.449 -0.351 -1.331
As -0.432 -1.022 1.690
F 0.611 0.333 -0.521
F 0.120 -0.424 -0.786
F -0.794 -0.138 0.100
F 0.108 1.208 0.369
F 0.950 0.055 -0.036
F -0.323 0.515 -0.638
C 0.733 0.299 -0.179
C -0.166 -0.411 0.976
C -0.260 2.213 -1.799
O -0.173 -0.386 1.104
C 1.139 -0.419 -2.063
O -0.101 0.147 -0.300
O 0.168 0.105 1.185
H -0.292 -0.255 0.047
H -0.178 0.167 0.031
H -0.157 -0.073 0.063
H -0.327 -0.220 -0.701
H 0.082 -0.724 1.031
H -0.219 -0.110 0.062
C 0.587 1.080 0.193
C 1.429 1.191 -1.400
C -1.321 -0.670 -0.750
O -0.119 -0.550 0.634
C 0.023 0.527 0.637
O 0.682 0.248 -0.228
O -0.018 -0.365 1.171
H 0.461 -0.463 -0.445
H -0.570 -0.843 0.589
H 0.145 0.068 -0.032
H -0.175 -0.544 -0.671
H -0.056 0.067 0.958
H 0.178 0.402 -0.354
C -0.339 0.734 -0.578
C -1.377 -1.878 -0.222
C 0.460 -0.241 -1.626
O -0.655 0.894 0.009
C 0.781 -1.315 1.646
O 0.035 -0.431 -0.546
O 0.275 2.094 0.443
H 0.249 -0.151 -0.296
H 0.365 -0.403 0.211
H 0.002 0.006 0.171
H 0.424 -0.013 0.232
H 0.037 0.268 0.699
H -0.247 0.336 0.225
C -0.374 1.535 -0.121
C 2.251 -1.299 -1.080
C -0.792 -0.980 -0.624
O 1.354 0.152 -1.659
C -0.960 0.959 1.709
O 0.322 -0.956 -0.494
O -0.302 0.340 0.464
H -0.086 -0.117 -0.036
H -0.075 -0.590 0.059
H -0.222 -0.178 -0.135
H -0.277 0.514 0.845
H -0.546 -0.128 0.018
H -0.271 0.615 0.724

Results of the Mulliken charge analysis, in e, for atoms 1 through 6: Mn 2.277; As 2.063; F -0.548; F -0.512; F -0.687; F -0.449

***

energy relative to the best compared isomer or geometry (same formula, charge and spin) of number 1 (C9H15N5OS)?
0.0 kcal/mol